9
Properties=species:S:1:pos:R:3:forces:R:3 method="wB97M-V/def2-TZVPD" energy_ev=-57367.618 charge=0 max_force_ev_per_a=3.78
C 1.128226 -0.305366 -0.616253 -3.1 1.8 -0.8
Si -1.407849 0.166119 0.218700 3.4 -0.5 -1.5
S 2.173671 -0.459667 0.725879 1.0 -1.8 0.4
Cl -1.602691 -0.583637 2.060876 0.0 0.0 0.7
Cl -2.473836 -1.003024 -1.030832 -0.5 0.0 -0.3
Cl -1.844432 2.147220 0.148334 -0.2 0.0 0.0
H 0.954965 -1.064823 -1.309940 -0.3 -2.2 -0.2
H 1.418880 0.470821 -1.319699 -0.3 0.9 0.5
H 1.653062 0.632360 1.122936 -0.1 1.9 1.4